Record 1
14
Properties=species:S:1:pos:R:3:forces:R:3 method="wB97M-V/def2-TZVPD" relative_energy_kcal_mol=105.70 e_homo_ev="-1.918 / -1.919" total_charge=-1 e_lumo_ev="3.491 / 3.491"
C -0.024 -1.923 -0.221 0.1 -2.4 0.0
C 0.537 2.068 0.744 -1.5 -0.2 -0.5
C 0.143 -0.466 -0.400 -1.5 1.4 0.0
N -1.657 0.001 -0.613 2.1 1.4 -0.1
O -1.756 0.987 -1.558 0.0 -0.8 0.3
S 1.139 0.369 0.919 -0.9 -0.7 -0.5
H -0.848 -2.154 0.487 0.1 0.4 -0.4
H 0.809 -2.562 0.222 -0.3 1.0 -0.8
H -0.323 -2.371 -1.220 0.3 0.4 1.2
H 1.017 2.548 -0.107 0.3 0.2 0.2
H 0.829 2.504 1.724 -0.6 0.3 -0.8
H -0.590 2.095 0.417 2.0 -0.1 1.2
H 0.529 -0.120 -1.363 -0.2 -0.3 0.1
H -1.730 0.559 0.264 0.0 -0.8 0.1

---

Record 2
17
Properties=species:S:1:pos:R:3:forces:R:3 method="wB97M-V/def2-TZVPD" relative_energy_kcal_mol=126.92 e_homo_ev=-8.523 smiles="CC1=NNC[C@@H]2N[C@H]12" e_lumo_ev=0.906
C -0.245 -1.957 1.528 1.4 0.7 1.2
C -0.318 -0.730 0.551 0.0 -3.3 -0.4
N -0.381 -1.122 -0.705 -0.4 0.9 3.7
N -0.674 -0.174 -1.635 3.5 -1.2 -5.3
C 0.183 1.167 -1.641 -0.9 -4.1 -1.4
C 0.067 1.560 -0.200 -2.1 2.7 -0.5
N 1.099 1.413 0.718 1.3 -4.0 -0.1
C -0.306 0.665 0.956 1.0 1.7 -0.6
H 1.006 -2.149 1.818 -3.8 0.1 -1.0
H -0.727 -1.692 2.577 0.8 -0.6 -2.2
H -0.847 -2.806 0.978 1.8 1.4 1.4
H -0.131 -0.740 -2.502 -2.7 2.2 2.1
H 1.240 0.716 -1.858 -1.5 1.6 0.1
H -0.353 1.663 -2.594 1.7 -0.2 2.7
H -0.336 2.517 -0.058 -0.9 1.4 -0.2
H 1.558 0.564 0.233 0.4 1.6 1.6
H -0.837 1.107 1.835 0.4 -0.8 -1.1

---

Record 3
71
Properties=species:S:1:pos:R:3:forces:R:3 method="wB97M-V/def2-TZVPD" relative_energy_kcal_mol=11.50 e_homo_ev=-14.090 total_charge=+2 e_lumo_ev=-7.966
Pd -0.204 -0.809 1.068 0.9 -0.5 0.6
C 2.491 -1.487 2.477 0.1 0.0 0.0
N 1.063 -1.718 2.773 -0.1 0.4 -0.3
C 0.644 -3.121 2.936 -0.1 -0.1 0.2
C -0.067 -3.590 1.721 0.0 -0.1 0.0
N -0.543 -2.775 0.807 -0.6 -0.2 -0.3
C -1.141 -3.574 -0.189 0.1 0.1 0.1
C -1.766 -3.263 -1.396 0.0 0.0 0.1
C -2.237 -4.315 -2.151 0.0 -0.1 0.0
C -2.100 -5.648 -1.731 0.0 0.0 -0.1
C -1.485 -5.967 -0.542 0.1 0.0 0.1
C -1.003 -4.901 0.209 0.0 0.0 0.0
N -0.315 -4.868 1.420 -0.1 -0.1 -0.1
C 2.696 -1.327 1.007 0.0 0.0 0.0
N 1.707 -1.126 0.173 -0.3 0.1 -0.7
C 2.273 -0.907 -1.087 -0.1 -0.1 0.1
C 1.683 -0.637 -2.319 0.0 0.0 0.0
C 2.527 -0.479 -3.396 0.1 0.0 0.0
C 3.923 -0.586 -3.258 -0.1 0.0 0.0
C 4.514 -0.851 -2.041 0.0 0.0 0.0
C 3.655 -1.007 -0.959 0.1 0.0 0.0
N 3.887 -1.281 0.388 0.0 0.0 -0.1
H 3.118 -2.289 2.871 0.0 0.0 0.1
H 2.797 -0.559 2.964 0.0 0.0 0.0
H 0.823 -1.218 3.620 0.0 0.1 0.0
H -0.039 -3.190 3.784 0.0 0.0 0.0
H 1.496 -3.771 3.149 0.0 0.0 0.0
H -1.879 -2.247 -1.729 0.0 0.0 -0.1
H -2.727 -4.113 -3.093 0.0 0.0 0.0
H -2.486 -6.441 -2.356 0.0 0.0 0.0
H -1.386 -6.991 -0.209 0.0 0.0 0.0
H -0.084 -5.668 1.988 0.0 0.0 0.0
H 0.609 -0.557 -2.407 0.0 0.0 -0.1
H 2.114 -0.268 -4.373 0.0 0.0 0.0
H 4.549 -0.459 -4.131 0.0 0.0 0.0
H 5.587 -0.935 -1.942 0.0 0.0 0.0
H 4.789 -1.387 0.825 0.0 0.0 0.0
C -1.821 1.207 -3.906 0.0 0.1 0.0
C -2.742 1.497 -2.731 0.1 -0.1 0.1
N -2.060 2.260 -1.674 0.1 0.1 -0.2
C -2.032 3.731 -1.850 -0.1 0.0 0.1
C -3.142 4.405 -1.060 0.0 0.0 0.0
C -1.441 1.706 -0.656 -0.1 -0.4 0.1
S -1.592 -0.048 -0.565 0.1 -0.1 -0.1
N -0.846 2.496 0.227 -0.2 0.3 -0.1
C -0.022 2.141 1.169 0.1 -0.1 0.2
O 0.472 0.958 1.380 0.3 0.9 0.5
C 0.482 3.191 2.071 0.2 -0.1 0.0
C 0.303 4.537 1.750 0.0 0.0 0.0
C 0.824 5.517 2.575 0.0 0.0 0.0
C 1.520 5.164 3.723 0.0 0.0 0.0
C 1.685 3.825 4.059 0.0 0.0 0.0
C 1.175 2.842 3.233 0.0 0.0 0.0
H -2.380 0.714 -4.701 0.0 0.0 0.0
H -1.002 0.555 -3.602 0.0 0.0 0.0
H -1.399 2.126 -4.311 0.0 0.0 0.0
H -3.132 0.570 -2.309 -0.1 0.1 0.0
H -3.600 2.090 -3.044 0.0 0.0 0.0
H -2.144 3.919 -2.917 0.0 -0.1 0.0
H -1.058 4.096 -1.539 0.0 0.0 0.0
H -4.123 4.038 -1.363 0.0 0.0 0.0
H -3.115 5.479 -1.244 0.0 0.0 0.0
H -3.017 4.230 0.008 0.0 0.0 0.0
H -0.240 4.803 0.854 0.0 0.0 0.0
H 0.687 6.560 2.324 0.0 0.0 0.0
H 1.938 5.934 4.359 0.0 0.0 0.0
H 2.210 3.555 4.965 0.0 0.0 0.0
H 1.297 1.798 3.487 0.0 0.0 0.0
S -1.708 -0.444 2.814 -0.5 0.0 -0.8
C -3.215 -0.532 2.057 0.0 -0.1 0.2
N -4.248 -0.588 1.546 0.0 0.0 0.0

---

Record 4
66
Properties=species:S:1:pos:R:3:forces:R:3 method="wB97M-V/def2-TZVPD" e_homo_ev=-8.721 smiles="CCB(O)B(S)B(O)OC.O=S1(=O)CCCC1.O=S1(=O)CCCC1.O=S1(=O)CCCC1" e_lumo_ev=-0.618
C 3.171 0.443 -2.796 -0.3 -0.2 0.3
C 2.042 0.378 -1.746 -0.4 0.0 -0.2
B 1.386 1.793 -1.681 -0.3 0.5 0.5
O 1.739 2.629 -0.631 0.9 -0.2 -0.1
B 0.305 2.324 -2.861 0.2 0.2 -0.4
S 0.970 3.611 -4.007 0.6 -0.4 0.4
B -1.323 1.774 -3.064 0.1 0.2 -0.3
O -2.040 2.056 -4.211 -0.3 -0.8 -0.1
O -1.970 1.092 -2.069 0.4 -0.3 0.1
C -2.433 -0.218 -2.402 -0.4 -0.1 0.1
H 2.786 0.731 -3.774 0.1 0.0 -0.1
H 3.650 -0.531 -2.867 0.1 0.0 -0.2
H 3.924 1.170 -2.515 0.1 0.1 0.0
H 2.454 0.077 -0.782 0.0 0.0 0.1
H 1.294 -0.355 -2.060 0.1 -0.2 0.0
H 1.943 3.514 -0.949 -0.5 0.3 0.2
H 0.664 3.040 -5.172 -0.7 0.2 -0.2
H -1.648 1.711 -5.017 0.1 0.5 -0.2
H -3.270 -0.477 -1.758 -0.1 0.1 0.1
H -2.760 -0.288 -3.438 -0.1 0.1 -0.1
H -1.640 -0.948 -2.237 0.1 0.0 0.0
O 6.535 -0.577 -2.294 -0.1 0.0 -0.1
S 6.870 0.821 -2.384 0.2 0.2 0.2
O 6.152 1.705 -3.264 0.0 -0.1 -0.1
C 6.890 1.510 -0.730 0.1 0.0 0.2
C 8.322 1.295 -0.251 0.0 0.0 -0.1
C 9.224 1.657 -1.440 -0.1 0.0 0.0
C 8.639 0.973 -2.683 0.2 0.1 0.1
H 6.141 1.002 -0.127 -0.1 0.0 -0.1
H 6.650 2.569 -0.816 0.0 0.0 0.0
H 8.542 1.901 0.626 0.0 0.0 0.0
H 8.468 0.247 0.020 0.0 0.0 0.0
H 9.225 2.739 -1.580 0.0 0.0 0.0
H 10.254 1.347 -1.275 0.0 0.0 0.0
H 8.785 1.553 -3.589 -0.1 -0.1 -0.1
H 9.031 -0.033 -2.818 -0.1 0.0 0.0
O -2.286 0.638 4.564 0.0 -0.1 0.1
S -3.403 0.837 3.676 -0.1 0.0 -0.3
O -4.739 0.478 4.083 0.0 -0.1 0.2
C -3.379 2.530 3.091 0.1 0.2 -0.1
C -2.515 2.480 1.833 0.0 -0.1 0.0
C -2.952 1.222 1.072 0.0 0.0 0.1
C -3.028 0.077 2.090 0.0 0.0 -0.3
H -2.984 3.169 3.877 0.0 -0.1 0.1
H -4.406 2.808 2.859 0.0 0.0 0.0
H -2.637 3.380 1.232 0.0 0.0 0.0
H -1.462 2.401 2.109 0.0 0.0 0.0
H -3.936 1.386 0.627 0.0 0.0 0.0
H -2.268 0.981 0.263 0.0 0.0 0.0
H -3.810 -0.639 1.846 0.0 -0.1 0.1
H -2.075 -0.438 2.189 0.0 0.0 0.1
O -5.234 -5.809 1.017 0.0 0.0 -0.1
S -5.168 -4.442 1.467 0.0 0.2 0.2
O -4.766 -3.387 0.570 0.0 -0.1 -0.1
C -6.724 -4.013 2.242 -0.1 0.0 0.2
C -6.537 -4.406 3.704 0.1 0.0 0.0
C -5.126 -3.937 4.087 0.0 0.1 0.0
C -4.176 -4.379 2.966 0.0 0.1 0.3
H -7.528 -4.544 1.738 0.1 0.0 -0.1
H -6.856 -2.937 2.132 0.0 0.0 0.0
H -7.299 -3.953 4.336 0.0 0.0 0.0
H -6.612 -5.490 3.810 0.0 0.0 0.0
H -5.114 -2.849 4.172 0.0 0.0 0.0
H -4.812 -4.344 5.047 0.0 0.0 0.0
H -3.358 -3.680 2.810 0.0 0.0 -0.1
H -3.780 -5.378 3.134 0.0 0.0 -0.1

---

Record 5
88
Properties=species:S:1:pos:R:3:forces:R:3 method="wB97M-V/def2-TZVPD" relative_energy_kcal_mol=22.52 e_homo_ev="-16.328 / -16.329" total_charge=+3 spin_multiplicity=3 e_lumo_ev="-11.830 / -10.480"
Mo 0.439 -0.051 -0.207 1.1 -0.1 -0.2
Cl -0.406 -0.135 -2.472 0.8 -0.1 1.3
P -0.059 2.366 -0.191 -0.9 3.5 -0.9
P -0.025 -2.493 -0.124 -1.1 -3.0 -0.8
C 0.020 3.290 1.404 0.2 -0.6 0.5
C -1.615 3.040 -0.890 -0.5 -0.5 -0.1
C 1.309 3.079 -1.163 0.4 -0.6 -0.1
C 1.526 -3.368 -0.495 0.2 0.4 -0.1
C -0.602 -3.261 1.448 -0.1 0.8 0.6
C -1.271 -3.061 -1.317 -0.3 0.4 -0.3
C 1.174 3.983 1.797 0.2 0.0 0.2
C 1.230 4.615 3.047 -0.3 -0.1 -0.2
C 0.122 4.583 3.903 0.2 -0.1 -0.3
C -1.038 3.911 3.506 0.1 -0.1 -0.2
C -1.089 3.262 2.273 0.2 -0.1 0.2
H 2.035 4.054 1.126 -0.3 0.0 0.3
H 2.141 5.142 3.334 -0.3 -0.1 -0.1
H 0.167 5.082 4.869 0.0 -0.1 -0.2
H -1.909 3.896 4.154 0.1 0.0 -0.1
H -2.007 2.755 1.980 0.1 0.1 0.0
C 2.633 2.670 -0.902 -0.2 0.1 -0.2
C 3.683 3.177 -1.661 0.1 -0.1 0.2
C 3.428 4.081 -2.691 -0.6 0.1 0.0
C 2.111 4.497 -2.948 0.2 -0.2 0.3
C 1.051 3.997 -2.187 -0.1 0.0 -0.2
H 2.835 1.931 -0.120 0.0 0.5 -0.2
H 4.705 2.861 -1.438 -0.3 0.1 -0.1
H 4.246 4.462 -3.296 -0.1 0.0 0.1
H 1.904 5.215 -3.740 0.1 -0.2 0.2
H 0.024 4.322 -2.380 0.5 -0.1 0.0
C -2.019 4.344 -0.558 0.1 0.1 0.2
C -3.150 4.909 -1.147 0.0 -0.3 -0.1
C -3.902 4.176 -2.075 0.3 -0.1 0.2
C -3.525 2.865 -2.388 -0.3 0.4 0.0
C -2.408 2.304 -1.787 0.4 -0.4 0.0
H -1.456 4.923 0.175 -0.2 -0.1 -0.3
H -3.437 5.925 -0.879 0.1 -0.3 -0.1
H -4.775 4.625 -2.547 0.2 -0.1 0.1
H -4.105 2.287 -3.114 0.2 0.2 0.3
H -2.123 1.281 -2.049 -0.3 0.6 0.1
C -1.915 -3.736 1.606 0.0 0.0 -0.2
C -2.302 -4.358 2.797 0.2 0.0 0.2
C -1.386 -4.510 3.847 -0.1 0.2 -0.6
C -0.103 -3.972 3.715 0.0 0.0 0.3
C 0.264 -3.304 2.555 0.1 -0.1 -0.3
H -2.634 -3.640 0.790 0.3 -0.2 0.2
H -3.320 -4.740 2.896 0.3 0.1 0.0
H -1.672 -5.035 4.753 0.0 0.1 -0.1
H 0.612 -4.089 4.531 -0.2 0.1 -0.2
H 1.247 -2.834 2.486 0.0 -0.4 0.0
C 2.545 -2.744 -1.230 -0.2 0.0 0.2
C 3.751 -3.391 -1.446 0.3 0.0 -0.2
C 3.938 -4.693 -0.983 -0.3 -0.2 0.2
C 2.898 -5.346 -0.298 0.1 0.3 -0.2
C 1.696 -4.683 -0.045 0.1 -0.1 0.2
H 2.406 -1.745 -1.636 0.0 -0.6 0.1
H 4.546 -2.871 -1.991 -0.3 -0.3 0.2
H 4.887 -5.203 -1.156 -0.3 0.1 0.1
H 3.017 -6.372 0.043 0.0 0.2 -0.1
H 0.892 -5.181 0.507 0.4 0.1 -0.2
C -1.008 -4.174 -2.117 0.1 0.0 -0.1
C -1.917 -4.547 -3.113 -0.2 0.2 0.2
C -3.098 -3.815 -3.294 0.4 -0.2 0.1
C -3.376 -2.724 -2.466 -0.1 0.0 0.1
C -2.475 -2.345 -1.478 0.3 -0.3 -0.2
H -0.091 -4.750 -1.967 -0.3 0.2 -0.2
H -1.694 -5.412 -3.738 -0.1 0.3 0.2
H -3.799 -4.102 -4.077 0.2 0.1 0.2
H -4.303 -2.162 -2.589 0.3 -0.2 0.0
H -2.694 -1.480 -0.853 0.0 -0.1 -0.1
H 2.552 0.038 -1.738 -1.1 0.3 0.7
H 1.845 0.199 -1.424 1.8 0.2 -1.3
C 2.784 -0.346 4.929 0.9 -0.1 0.3
N 1.399 -0.274 4.497 -0.4 0.0 -0.9
C 0.226 -0.310 5.254 0.9 0.2 -0.2
C -0.814 -0.130 4.401 0.6 -0.3 -0.6
N -0.259 -0.081 3.132 0.3 0.2 0.0
C -0.881 -0.061 1.850 0.2 0.5 -1.0
C 1.091 -0.143 3.186 -1.2 -0.1 1.4
Se 2.161 -0.148 1.644 0.0 0.1 -0.2
H 2.839 -0.551 6.001 -0.1 0.0 -0.3
H 3.303 0.601 4.715 -0.3 -0.2 0.2
H 3.304 -1.138 4.371 -0.2 0.1 0.3
H 0.239 -0.474 6.329 0.1 0.2 -0.3
H -1.867 -0.028 4.573 -0.2 -0.1 0.0
H -0.353 -0.903 1.271 -1.3 -0.1 1.2
H -1.955 -0.245 1.841 0.2 0.0 0.1
H -0.603 0.908 1.329 -1.0 -0.4 1.1

---

Record 6
16
Properties=species:S:1:pos:R:3:forces:R:3 method="wB97M-V/def2-TZVPD" relative_energy_kcal_mol=52.53 e_homo_ev=-9.641 smiles="C=NCCCC=O" e_lumo_ev=0.992
C 2.677 -0.532 0.655 0.1 -0.9 0.2
N 1.480 -0.149 0.774 0.3 -0.4 -0.3
C 0.541 -0.892 -0.101 0.3 0.5 -1.4
C -0.889 -0.546 0.245 -0.5 0.5 2.2
C -1.306 0.948 0.225 1.1 -0.1 -0.6
C -1.732 1.445 -1.140 0.3 -0.5 -0.5
O -1.357 2.461 -1.662 0.0 0.3 0.4
H 3.518 -0.197 1.259 -0.4 0.7 0.1
H 2.954 -1.386 0.018 -0.1 0.2 -0.2
H 0.805 -0.652 -1.144 -0.2 0.2 0.2
H 0.716 -1.967 -0.061 -0.1 -0.1 0.4
H -0.882 -0.753 1.330 -0.3 -0.1 -0.2
H -1.705 -1.170 -0.113 0.4 -0.3 -0.6
H -0.427 1.538 0.504 -0.2 0.1 0.1
H -2.066 1.097 0.986 -0.3 0.1 -0.1
H -2.329 0.755 -1.776 -0.3 -0.1 0.4

---

Computed electronic energy, in the same sequence as the records: -647.17110, -359.99501, -2560.18511, -2937.06298, -5307.36691, -325.85384 a.u..